# 1
Entry from OMol25: a structure of composition C30H46BN6S5Ta at a distorted geometry (ωB97M-V/def2-TZVPD).

```
! RIJCOSX wB97M-V def2-TZVPD def2/J DEFGRID3
* xyz 2 1
Ta -0.18 -0.27 -0.65
C 2.16 0.52 3.32
C 0.87 1.01 2.65
C 0.31 2.21 3.42
C -0.12 -0.10 2.60
C -0.71 -0.78 3.65
C -1.52 -1.78 3.10
C -2.25 -2.74 3.99
C -1.20 -3.41 4.90
C -3.10 -3.84 3.36
N -1.41 -1.68 1.75
N -0.56 -0.65 1.45
B -2.12 -2.36 0.56
N -1.03 -3.04 -0.33
N 0.15 -2.37 -0.51
C 1.09 -3.24 -0.91
C 0.50 -4.49 -1.01
C -0.85 -4.33 -0.67
C -1.80 -5.46 -0.93
C -2.01 -5.48 -2.45
C -3.15 -5.50 -0.23
C 2.51 -2.91 -1.22
C 2.74 -2.99 -2.74
C 2.97 -1.55 -0.69
N -2.90 -1.24 -0.19
N -2.29 -0.08 -0.57
C -3.24 0.81 -0.94
C -4.47 0.19 -0.82
C -4.23 -1.10 -0.33
C -5.26 -2.09 0.07
C -5.84 -1.62 1.41
C -6.36 -2.23 -0.99
C -2.95 2.23 -1.32
C -4.24 3.04 -1.36
C -2.24 2.30 -2.68
H 2.87 1.34 3.38
H 2.62 -0.29 2.75
H 1.96 0.17 4.32
H 1.11 1.33 1.62
H 0.05 1.92 4.43
H -0.58 2.60 2.93
H 1.06 2.99 3.47
H -0.57 -0.58 4.69
H -2.89 -2.12 4.62
H -0.48 -3.97 4.30
H -1.69 -4.10 5.58
H -0.65 -2.68 5.49
H -2.50 -4.49 2.73
H -3.93 -3.44 2.79
H -3.52 -4.44 4.16
H -2.87 -3.17 0.93
H 0.98 -5.40 -1.29
H -1.26 -6.37 -0.66
H -2.48 -4.56 -2.79
H -2.65 -6.32 -2.70
H -1.07 -5.61 -2.99
H -3.79 -4.68 -0.55
H -3.04 -5.49 0.85
H -3.65 -6.42 -0.51
H 3.11 -3.70 -0.76
H 2.19 -2.20 -3.25
H 2.42 -3.94 -3.14
H 3.80 -2.87 -2.96
H 2.67 -0.75 -1.37
H 4.05 -1.51 -0.64
H 2.59 -1.36 0.32
H -5.43 0.61 -1.05
H -4.80 -3.06 0.21
H -6.38 -0.69 1.29
H -5.03 -1.46 2.13
H -6.52 -2.37 1.81
H -6.95 -1.32 -1.07
H -7.02 -3.05 -0.71
H -5.94 -2.46 -1.96
H -2.28 2.65 -0.55
H -4.85 2.72 -2.19
H -4.01 4.10 -1.48
H -4.81 2.93 -0.44
H -2.71 1.63 -3.39
H -1.18 2.07 -2.60
H -2.33 3.31 -3.07
S 3.08 3.09 -6.37
C 2.37 2.35 -5.09
S 1.42 0.90 -5.27
C 0.98 0.76 -3.58
C 1.48 1.70 -2.74
S 1.13 1.77 -1.03
S 2.50 2.94 -3.45
S -0.08 -0.53 -3.11
*
```

Results
* HOMO level: -12.775 eV
* E: -97191.177 eV
* HOMO-LUMO gap: 4.37 eV
* energy relative to the best compared isomer or geometry (same formula, charge and spin): 0.249 eV
* LUMO energy: -8.403 eV

# 2
Entry from OMol25: a cluster of 9 separate species, C30H46F32O9S5 in total at a distorted geometry (ωB97M-V/def2-TZVPD).

```
! RIJCOSX wB97M-V def2-TZVPD def2/J DEFGRID3
* xyz 0 1
C -0.92 3.49 -13.10
C -1.98 3.14 -14.26
C -3.08 2.14 -13.78
F -3.99 1.95 -14.76
F -2.61 1.01 -13.32
F -2.52 4.32 -14.64
F -1.39 2.64 -15.26
O -1.71 3.77 -11.94
C -1.03 3.70 -10.68
C -1.04 2.28 -10.06
F -0.45 1.42 -10.83
F -0.53 2.29 -8.86
F 0.19 4.28 -10.85
F -1.65 4.52 -9.91
H -0.25 4.32 -13.31
H -0.26 2.66 -12.83
H -3.56 2.48 -12.86
H -2.11 2.12 -9.95
C 1.76 -6.63 -0.69
C 1.76 -7.81 -1.66
C 2.59 -7.48 -2.92
F 2.62 -8.46 -3.84
F 2.10 -6.29 -3.52
F 2.10 -8.93 -1.00
F 0.52 -8.17 -2.08
O 3.03 -6.02 -0.50
C 4.05 -6.69 0.30
C 5.38 -5.90 0.01
F 5.78 -5.84 -1.27
F 5.33 -4.62 0.44
F 3.56 -6.83 1.55
F 4.41 -7.94 -0.08
H 1.28 -7.01 0.21
H 1.07 -5.97 -1.21
H 3.61 -7.27 -2.60
H 6.24 -6.34 0.51
C -3.29 -5.90 8.03
C -2.72 -4.89 7.01
C -1.81 -5.43 5.88
F -1.10 -6.60 6.02
F -2.37 -5.65 4.72
F -3.76 -4.25 6.46
F -1.97 -4.00 7.71
O -4.22 -5.34 8.86
C -4.53 -6.06 10.08
C -3.46 -6.02 11.18
F -3.09 -4.81 11.44
F -3.86 -6.67 12.27
F -5.70 -5.56 10.51
F -4.69 -7.36 9.69
H -2.39 -6.29 8.51
H -3.78 -6.62 7.37
H -1.15 -4.61 5.58
H -2.55 -6.53 10.85
C 3.21 1.68 9.67
C 3.03 0.43 8.85
C 1.87 0.64 7.79
F 1.81 1.83 7.34
F 1.70 -0.32 6.82
F 4.19 0.15 8.40
F 2.86 -0.64 9.68
O 2.04 2.33 10.39
C 2.13 3.60 10.73
C 2.93 3.84 12.10
F 4.25 3.44 12.14
F 2.99 5.13 12.41
F 2.53 4.34 9.66
F 0.82 3.88 10.85
H 3.76 2.39 9.06
H 3.77 1.27 10.51
H 0.95 0.59 8.38
H 2.31 3.42 12.90
C 0.09 0.30 0.02
S -0.36 -0.13 -1.71
O -0.98 -1.54 -1.74
C -1.78 1.01 -2.11
H 1.15 0.20 0.23
H -0.53 -0.37 0.60
H -0.33 1.30 0.14
H -2.61 0.73 -1.46
H -2.12 0.97 -3.15
H -1.50 2.06 -2.07
C 3.97 -0.72 -5.36
S 5.53 -1.65 -4.69
O 6.44 -1.44 -5.94
C 5.73 -0.36 -3.38
H 4.05 0.37 -5.39
H 3.21 -1.06 -4.66
H 3.60 -1.17 -6.28
H 6.58 -0.49 -2.71
H 4.79 -0.19 -2.87
H 5.87 0.62 -3.84
C -6.15 1.34 1.70
S -7.95 1.00 1.44
O -8.15 1.14 -0.06
C -8.01 -0.74 2.02
H -5.78 2.19 1.13
H -5.74 0.36 1.45
H -5.96 1.65 2.73
H -8.95 -1.14 1.62
H -8.17 -0.83 3.09
H -7.30 -1.38 1.49
C -2.31 6.96 -2.64
S -3.18 6.77 -4.28
O -3.26 5.27 -4.56
C -4.86 7.36 -3.72
H -2.74 6.20 -1.99
H -2.53 7.94 -2.20
H -1.23 6.93 -2.72
H -4.92 7.01 -2.69
H -5.63 7.02 -4.41
H -4.91 8.45 -3.75
C 5.51 7.29 -2.67
S 3.91 6.51 -2.24
O 3.71 5.37 -3.19
C 4.24 5.86 -0.54
H 5.43 8.26 -3.17
H 6.05 6.57 -3.29
H 6.03 7.39 -1.72
H 4.79 4.94 -0.75
H 3.36 5.55 0.02
H 4.88 6.56 0.01
*
```

Results
* HOMO level: -8.757 eV
* E: -191408.084 eV
* HOMO-LUMO gap: 8.81 eV
* LUMO energy: 0.056 eV